1.
# C12H17ClO3Ti

A molecular structure, C12H17ClO3Ti (ωB97M-V/def2-TZVPD, the Open Molecules 2025 dataset).

CARTESIAN COORDINATES (ANGSTROEM)
Cl -2.804 -0.253 -1.080
C 0.619 -2.842 -1.571
C 1.738 -2.065 -1.114
C 1.568 -0.723 -1.577
H 2.583 -2.443 -0.534
C 0.367 -0.664 -2.385
C -0.227 -1.994 -2.353
H -1.113 -2.307 -2.898
H 0.471 -3.902 -1.364
H 2.255 0.113 -1.412
C -0.044 0.513 -3.211
Ti -0.166 -1.128 -0.247
C 0.135 -2.524 1.222
C -2.167 -1.554 0.176
O 0.307 -3.268 2.110
O -2.905 -2.122 0.922
H 0.346 1.444 -2.762
H -1.133 0.602 -3.309
H 0.371 0.398 -4.228
C 0.494 0.935 3.265
C -0.587 0.562 2.291
O 0.049 0.574 0.883
C -0.026 1.832 0.161
C 0.029 3.069 1.024
H 1.315 0.218 3.218
H 0.127 0.942 4.288
H 0.879 1.931 3.059
H -0.986 -0.448 2.438
H -1.438 1.257 2.266
H 0.812 1.827 -0.545
H -0.975 1.794 -0.383
H 0.980 3.185 1.546
H -0.081 3.942 0.365
H -0.794 3.098 1.739

Results
LUMO energy (spin up / spin down) (eV): -10.267 / -10.266
Charge: +2
Orbital gap (spin up / spin down) (Ha): 0.265 / 0.265


2.
# C5H6OS

C5H6OS in the gas phase (ωB97M-V/def2-TZVPD, the Open Molecules 2025 dataset).

CARTESIAN COORDINATES (ANGSTROEM)
C 1.846 -1.118 0.099
C 1.740 0.269 -0.017
C 0.524 1.173 -0.018
C -0.871 1.063 -0.237
C -1.476 -0.282 -0.023
O -1.032 -1.373 -0.113
S -3.331 -0.051 0.068
H 1.182 -1.881 -0.198
H 2.941 -1.529 -0.057
H 2.660 0.733 0.385
H 0.689 2.349 0.200
H -1.448 2.112 -0.049
H -3.422 -1.465 -0.039

Results
LUMO energy (eV): -0.743
SMILES: C=C/C=C\C(=O)S
Energy relative to the best compared isomer or geometry (same formula, charge and spin) (kJ/mol): 288.1
Orbital gap (Ha): 0.315


3.
# C30H48P2ScTe

A molecular structure, C30H48P2ScTe (ωB97M-V/def2-TZVPD, the Open Molecules 2025 dataset).

CARTESIAN COORDINATES (ANGSTROEM)
Sc -0.311 2.061 -1.387
C 0.460 0.872 2.509
C 1.492 1.329 1.661
C -0.480 2.340 1.013
C -0.758 1.450 2.107
C 0.909 2.226 0.699
C 0.650 -0.016 3.680
H 1.496 -0.691 3.514
H -0.236 -0.653 3.799
H 0.824 0.523 4.633
C -2.035 1.205 2.800
H -2.187 0.107 2.908
H -2.893 1.627 2.264
H -2.014 1.629 3.819
C -1.350 3.426 0.476
H -0.835 4.397 0.547
H -2.272 3.451 1.070
H -1.749 3.337 -0.582
C 1.637 3.048 -0.334
H 1.513 4.130 -0.143
H 1.396 2.857 -1.485
H 2.716 2.825 -0.267
C 2.908 0.928 1.774
H 3.577 1.775 1.999
H 3.259 0.431 0.858
H 2.986 0.208 2.598
C -0.122 -2.632 0.331
C 0.989 -2.632 1.103
C 2.386 -2.770 0.602
C 2.404 -3.025 -0.933
C 2.775 -1.856 -1.761
C 2.093 -0.712 -1.760
C 0.795 -0.511 -1.007
C -0.298 -1.623 -0.810
H 2.851 -3.643 1.090
H 1.423 -3.382 -1.265
H 3.000 -1.896 0.883
H -0.454 -2.131 -1.774
H -1.026 -3.202 0.569
H 0.878 -2.444 2.164
H -1.238 -1.062 -0.628
H 0.984 -0.067 -0.040
H 2.456 0.170 -2.313
H 0.244 0.240 -1.705
H 3.109 -3.850 -1.117
H 3.635 -2.050 -2.411
P -0.477 -0.569 -3.729
P -0.294 2.666 -3.774
C -0.448 0.283 -5.372
C -1.007 1.685 -5.219
H -1.070 -0.301 -6.070
H 0.588 0.297 -5.754
H -0.765 2.277 -6.115
H -2.099 1.676 -5.066
C -1.003 4.216 -4.436
H -0.602 5.091 -3.917
H -2.093 4.178 -4.319
H -0.739 4.256 -5.502
C 1.427 2.761 -4.413
H 1.330 2.904 -5.497
H 2.012 1.852 -4.216
H 1.947 3.622 -3.972
C -2.097 -1.424 -3.909
H -2.237 -2.127 -3.081
H -2.100 -1.979 -4.858
H -2.906 -0.684 -3.904
C 0.603 -1.964 -4.276
H 1.377 -1.578 -4.953
H 0.007 -2.717 -4.807
H 1.105 -2.438 -3.426
Te -2.598 -2.485 3.396
C -2.273 -2.343 5.434
C -3.149 -1.512 6.187
C -3.033 -1.503 7.580
C -2.044 -2.279 8.208
C -1.153 -3.068 7.460
C -1.250 -3.103 6.065
H -3.893 -0.928 5.643
H -3.714 -0.886 8.175
H -1.963 -2.265 9.294
H -0.382 -3.658 7.963
H -0.595 -3.699 5.429

Results
LUMO energy (spin up / spin down) (eV): -3.580 / -3.286
Energy relative to the best compared isomer or geometry (same formula, charge and spin) (kJ/mol): 366.6
Charge: +1
Orbital gap (spin up / spin down) (Ha): 0.213 / 0.230


4.
# C19H40NiOP2

A molecular structure, C19H40NiOP2 (ωB97M-V/def2-TZVPD, the Open Molecules 2025 dataset).

CARTESIAN COORDINATES (ANGSTROEM)
P 0.081 -1.872 -2.937
P 0.448 1.273 -2.802
C -0.124 -0.905 -4.522
C 0.597 0.444 -4.469
H -1.208 -0.789 -4.705
H 0.303 -1.535 -5.317
H 1.676 0.350 -4.691
H 0.153 1.146 -5.191
C -1.224 1.964 -3.158
H -1.482 2.719 -2.406
H -1.992 1.179 -3.184
H -1.154 2.439 -4.146
C 1.430 2.759 -3.225
H 0.973 3.211 -4.120
H 2.467 2.464 -3.438
H 1.398 3.463 -2.384
C -0.861 -3.353 -3.428
H -0.757 -4.112 -2.644
H -0.442 -3.724 -4.376
H -1.918 -3.089 -3.560
C 1.767 -2.457 -3.388
H 2.498 -1.639 -3.394
H 1.686 -2.876 -4.401
H 2.083 -3.243 -2.694
Ni 0.308 -0.503 2.287
C 0.844 1.274 0.638
C -0.516 1.115 0.557
C -1.333 0.290 -0.373
C -1.656 -1.173 0.018
C -0.537 -2.005 0.531
C 0.830 -1.847 0.400
C 1.509 -0.886 -0.521
C 1.967 0.471 0.055
C 0.382 -2.004 3.534
H 1.186 2.154 1.190
H -1.106 1.853 1.113
H -0.869 0.268 -1.376
H -2.297 0.806 -0.517
H -2.422 -1.139 0.812
H -2.140 -1.662 -0.846
H -0.860 -2.903 1.062
H 1.479 -2.612 0.856
H 0.760 -0.600 -1.291
H 2.362 -1.381 -1.019
H 2.732 0.293 0.836
H 2.469 1.040 -0.754
H 0.998 -1.699 4.389
H 0.800 -2.893 3.045
H -0.620 -2.246 3.914
C -1.490 2.516 4.195
C -0.527 1.419 4.643
C 0.409 1.998 5.709
C -1.347 0.324 5.319
O 0.207 0.979 3.562
H -2.045 2.938 5.044
H -2.201 2.110 3.468
H -0.935 3.318 3.705
H -0.168 2.414 6.549
H 1.073 1.224 6.099
H 1.026 2.797 5.289
H -2.091 -0.084 4.627
H -0.707 -0.503 5.636
H -1.874 0.720 6.195

Results
LUMO energy (spin up / spin down) (eV): 0.456 / 0.139
Spin multiplicity: 3
Energy relative to the best compared isomer or geometry (same formula, charge and spin) (kJ/mol): 22.9
Orbital gap (spin up / spin down) (Ha): 0.268 / 0.282


5.
# C3H6F3NO

C3H6F3NO in the gas phase (ωB97M-V/def2-TZVPD, the Open Molecules 2025 dataset).

CARTESIAN COORDINATES (ANGSTROEM)
C -0.528 0.019 -1.479
C 0.526 -0.246 -0.429
C -0.358 -0.229 1.181
N 1.521 0.746 -0.470
O -1.529 -0.846 1.076
F 0.441 -0.771 2.133
F -0.485 1.090 1.532
F 2.611 0.428 0.359
H -0.057 0.064 -2.462
H -1.019 0.974 -1.289
H -1.273 -0.773 -1.463
H 0.964 -1.241 -0.475
H 1.188 1.654 -0.137
H -2.002 -0.871 1.923

Results
LUMO energy (spin up / spin down) (eV): 0.571 / -1.928
Spin multiplicity: 3
Orbital gap (spin up / spin down) (Ha): 0.188 / 0.353


6.
# CHClNO2S

2 unconnected molecules or ions with the total composition CHClNO2S (ωB97M-V/def2-TZVPD, the Open Molecules 2025 dataset).

CARTESIAN COORDINATES (ANGSTROEM)
C -0.523 -1.720 0.234
N -0.348 1.990 -0.292
O -1.306 -2.268 -0.433
O 0.422 -1.595 0.901
S 1.143 1.541 -0.874
Cl -1.280 0.583 0.249
H 1.891 1.470 0.214

Results
LUMO energy (eV): 3.733
Energy relative to the best compared isomer or geometry (same formula, charge and spin) (kJ/mol): 188.8
Charge: -1
Orbital gap (Ha): 0.249


7.
# C34H56N3OP2SSn

A molecular structure, C34H56N3OP2SSn (ωB97M-V/def2-TZVPD, the Open Molecules 2025 dataset).

CARTESIAN COORDINATES (ANGSTROEM)
C -1.206 -2.388 -1.489
C 0.834 -1.312 -1.774
C -0.704 -3.551 -2.080
C 1.449 -2.502 -2.234
C 0.662 -3.633 -2.370
H -1.402 -4.350 -2.317
H 2.495 -2.469 -2.523
H 1.089 -4.572 -2.717
N -0.367 -1.412 -1.101
P -3.120 -1.068 0.141
P 3.940 0.272 -0.488
C -2.713 -2.144 -1.304
H -3.154 -1.678 -2.209
H -3.206 -3.121 -1.204
C 0.284 2.618 1.772
O 0.626 3.684 1.538
C 1.300 -0.035 -2.105
H 2.319 0.047 -2.495
C 4.971 1.477 -1.423
C 4.121 0.554 1.317
C -4.249 0.389 -0.310
C -3.826 -2.294 1.383
C 4.158 2.783 -1.433
H 4.095 3.238 -0.436
H 4.641 3.500 -2.114
H 3.131 2.602 -1.784
C 6.388 1.670 -0.859
H 6.421 2.147 0.123
H 6.899 0.699 -0.797
H 6.935 2.318 -1.560
C 5.124 0.875 -2.832
H 5.826 1.487 -3.420
H 5.541 -0.145 -2.777
H 4.169 0.824 -3.370
C 4.395 1.995 1.773
H 3.499 2.622 1.639
H 4.642 1.960 2.846
H 5.226 2.480 1.254
C 2.813 0.103 1.981
H 1.980 0.790 1.764
H 2.515 -0.901 1.654
H 2.948 0.076 3.074
C 5.264 -0.433 1.615
H 6.230 -0.063 1.246
H 5.330 -0.616 2.694
H 5.063 -1.399 1.123
C -4.073 -1.564 2.714
H -4.493 -2.292 3.426
H -3.141 -1.169 3.142
H -4.795 -0.740 2.617
C -2.809 -3.427 1.592
H -2.637 -4.007 0.677
H -1.845 -3.045 1.955
H -3.216 -4.112 2.350
C -5.133 -2.918 0.858
H -5.359 -3.798 1.476
H -5.989 -2.242 0.940
H -5.055 -3.261 -0.182
C -3.847 0.919 -1.697
H -3.935 0.156 -2.483
H -4.532 1.743 -1.952
H -2.823 1.326 -1.696
C -4.055 1.524 0.722
H -3.026 1.918 0.717
H -4.723 2.351 0.439
H -4.301 1.210 1.746
C -5.724 -0.036 -0.319
H -5.909 -0.907 -0.962
H -6.102 -0.238 0.693
H -6.316 0.801 -0.720
Sn -0.889 0.250 0.457
N -0.248 1.547 -1.132
C 0.457 1.072 -2.101
C 0.249 1.750 -3.523
C 1.445 1.516 -4.423
C -0.932 1.024 -4.176
C -0.054 3.238 -3.381
H 2.366 1.905 -3.975
H 1.569 0.446 -4.623
H 1.302 2.023 -5.382
H -1.849 1.147 -3.583
H -1.108 1.405 -5.195
H -0.712 -0.050 -4.238
H -0.437 3.642 -4.331
H -0.797 3.398 -2.591
H 0.856 3.787 -3.115
S 0.056 -1.551 2.410
C -0.464 -0.959 3.932
N -0.548 -1.874 4.968
C -1.010 -1.546 6.213
C -1.393 -0.242 6.469
C -1.289 0.722 5.450
C -0.800 0.364 4.199
H -0.257 -2.831 4.775
H -1.044 -2.356 6.942
H -1.759 0.026 7.454
H -1.584 1.749 5.647
H -0.668 1.085 3.390

Results
LUMO energy (spin up / spin down) (eV): -10.416 / -10.529
Charge: +3
Orbital gap (spin up / spin down) (Ha): 0.200 / 0.162


Number 1: maximum force 8.31 eV/Å. Number 2: maximum force 4.43 eV/Å. Number 3: maximum force 3.63 eV/Å. Number 4: maximum force 2.09 eV/Å. Number 5: maximum force 13.26 eV/Å. Number 6: maximum force 1.56 eV/Å. Number 7: maximum force 4.03 eV/Å.